{
  "formula": "C22H44Cl2O6ReSi",
  "method": "wB97M-V/def2-TZVPD",
  "species": ["Re", "Cl", "Cl", "Si", "O", "O", "O", "O", "O", "O", "C", "C", "C", "C", "C", "C", "C", "C", "C", "C", "C", "C", "C", "C", "C", "C", "C", "C", "C", "C", "C", "C", "H", "H", "H", "H", "H", "H", "H", "H", "H", "H", "H", "H", "H", "H", "H", "H", "H", "H", "H", "H", "H", "H", "H", "H", "H", "H", "H", "H", "H", "H", "H", "H", "H", "H", "H", "H", "H", "H", "H", "H", "H", "H", "H", "H"],
  "positions_angstrom": [[0.36, 1.31, -1.16], [-1.60, 2.46, -0.45], [-0.75, 0.67, -2.85], [-1.12, -1.38, 0.34], [-0.39, -2.51, 1.28], [1.73, -0.14, -1.35], [-1.34, -2.13, -1.12], [-0.29, 0.00, 0.33], [2.64, 1.16, 3.33], [-2.65, -1.22, 0.91], [0.05, -1.20, 3.30], [-1.92, -3.92, -2.67], [2.91, 2.49, -1.39], [0.73, 3.17, -1.94], [-0.79, -3.26, -1.88], [2.50, 3.41, -0.42], [-0.17, 3.87, -2.91], [2.10, 1.88, -3.75], [1.16, 3.77, -0.66], [-0.21, -3.68, 3.36], [4.29, 1.99, -1.57], [0.25, -2.73, -2.86], [1.84, 2.30, -2.35], [-2.85, 0.71, 2.43], [-4.24, -1.37, 2.70], [0.31, -2.50, 2.55], [-4.61, 0.16, 0.77], [-0.15, -4.29, -0.96], [3.38, 4.07, 0.60], [-3.56, -0.43, 1.71], [1.80, -2.66, 2.27], [0.48, 4.91, -0.01], [2.85, 4.23, 1.54], [2.74, 0.99, -3.75], [-2.22, 0.33, 3.24], [2.63, 2.70, -4.27], [0.29, -0.33, 2.69], [2.35, -2.65, 3.22], [-0.59, 4.91, -0.20], [-4.96, -0.81, 3.32], [-5.34, 0.74, 1.36], [3.71, 5.06, 0.23], [-0.03, -4.63, 2.85], [1.18, 1.65, -4.30], [-0.88, -4.68, -0.24], [0.30, -3.71, 4.34], [2.16, -1.81, 1.67], [0.70, -3.87, -0.42], [4.81, 1.94, -0.60], [-1.29, -3.59, 3.54], [-4.14, 0.83, 0.04], [4.90, 2.65, -2.23], [-0.23, -2.18, -3.67], [-1.51, -4.74, -3.29], [2.00, -0.50, -0.48], [4.28, 3.48, 0.79], [2.45, 1.41, 2.39], [0.91, 5.85, -0.39], [-3.51, -1.83, 3.37], [0.32, 4.78, -3.28], [-2.41, -3.21, -3.34], [-0.99, -1.16, 3.65], [0.95, -2.05, -2.36], [-2.67, -4.36, -2.00], [-3.61, 1.36, 2.88], [-0.40, 3.23, -3.77], [0.63, 4.89, 1.08], [0.21, -5.14, -1.56], [-1.11, 4.15, -2.43], [0.82, -3.57, -3.29], [-2.25, 1.30, 1.73], [4.29, 0.99, -2.01], [-5.15, -0.64, 0.25], [2.00, -3.60, 1.75], [0.70, -1.17, 4.19], [-4.78, -2.16, 2.17]],
  "mulliken_spin": [1.93, 0.05, 0.19, 0.06, 0.01, 0.05, -0.02, 0.15, 0.00, 0.00, 0.00, 0.00, 0.28, -0.05, -0.01, 0.02, 0.04, 0.01, 0.37, 0.00, -0.02, 0.01, -0.08, 0.00, 0.00, 0.00, 0.00, 0.00, 0.02, 0.00, 0.00, -0.02, 0.00, 0.00, 0.00, -0.01, -0.01, 0.00, 0.00, 0.00, 0.00, 0.00, 0.00, -0.01, 0.00, 0.00, 0.00, 0.00, 0.01, 0.00, 0.00, 0.03, 0.00, 0.00, 0.00, 0.00, 0.00, 0.02, 0.00, 0.00, 0.00, 0.00, 0.00, 0.00, 0.00, -0.01, 0.01, 0.00, 0.00, 0.00, 0.00, 0.01, 0.00, 0.00, 0.00, 0.00],
  "homo_energy_ev": [-0.29, -0.29],
  "gap_ev": [4.89, 4.89],
  "multiplicity": 4,
  "charge": -2,
  "fmax_ev_per_a": 4.8,
  "e_tot_ha": -2604.47215,
  "molar_mass_g_mol": 689.787
}

***

{
  "formula": "C5H3F",
  "method": "wB97M-V/def2-TZVPD",
  "species": ["F", "C", "C", "C", "C", "C", "H", "H", "H"],
  "positions_angstrom": [[-1.53, 1.91, 1.26], [0.37, -0.33, -0.62], [0.96, -1.08, -1.51], [-0.06, 0.22, 0.38], [-0.73, 0.77, 1.60], [1.65, -2.10, -2.04], [-1.29, 0.13, 2.26], [0.17, 1.33, 2.07], [1.77, -3.50, -2.50]],
  "nbo_charge": [-0.37, -0.10, -0.12, 0.06, -0.03, -0.19, 0.22, 0.21, 0.33],
  "homo_energy_ev": -9.25,
  "gap_ev": 8.79,
  "fmax_ev_per_a": 12.3,
  "e_tot_ha": -291.93142,
  "e_above_lowest_kcal_mol": 75.3,
  "molar_mass_g_mol": 82.077
}

***

{
  "formula": "C25H20ClF3GdO2P",
  "method": "wB97M-V/def2-TZVPD",
  "species": ["Gd", "Cl", "P", "F", "F", "F", "O", "O", "C", "C", "C", "C", "C", "C", "C", "C", "C", "C", "C", "C", "C", "C", "C", "C", "C", "C", "C", "C", "C", "C", "C", "C", "C", "H", "H", "H", "H", "H", "H", "H", "H", "H", "H", "H", "H", "H", "H", "H", "H", "H", "H", "H", "H"],
  "positions_angstrom": [[-1.19, -1.65, 0.25], [-2.13, -1.40, -1.94], [0.10, 0.53, -0.17], [0.00, -5.97, -1.41], [-0.96, -4.07, -1.96], [-1.34, -4.97, 0.04], [0.64, -2.82, 0.14], [1.93, -4.57, -0.40], [1.89, 1.91, -3.44], [-1.69, -2.71, 2.21], [1.28, -0.62, -2.45], [2.03, 0.91, 3.39], [1.35, 0.62, 1.09], [-2.94, 3.13, -0.77], [-3.36, -1.45, 1.16], [-2.86, -2.79, 1.36], [-2.19, 1.97, -0.75], [0.89, 0.53, -1.75], [-1.48, -1.31, 2.55], [2.29, 0.77, -4.14], [2.68, 0.46, 0.72], [-2.48, 4.28, -0.12], [1.98, -0.49, -3.64], [-1.26, 4.25, 0.55], [-2.51, -0.54, 1.89], [-0.37, -4.78, -0.94], [-0.50, 3.08, 0.57], [0.86, -3.98, -0.34], [-0.96, 1.94, -0.07], [1.02, 0.84, 2.44], [3.68, 0.53, 1.68], [1.19, 1.79, -2.25], [3.37, 0.76, 3.02], [2.28, -1.39, -4.18], [0.45, 3.07, 1.09], [-0.67, -0.93, 3.15], [1.04, -1.61, -2.06], [-3.24, -3.70, 0.91], [-0.01, 0.96, 2.74], [2.93, 0.27, -0.32], [-2.54, 1.07, -1.27], [1.78, 1.10, 4.43], [0.87, 2.68, -1.72], [-3.08, 5.19, -0.14], [-0.90, 5.14, 1.05], [-4.16, -1.18, 0.48], [4.72, 0.41, 1.38], [2.84, 0.86, -5.07], [-2.63, 0.55, 1.91], [4.15, 0.82, 3.76], [-1.03, -3.52, 2.46], [-3.89, 3.15, -1.31], [2.12, 2.90, -3.83]],
  "mulliken_spin": [6.62, 0.04, 0.16, 0.00, 0.00, 0.00, 0.04, 0.00, 0.00, 0.03, 0.00, -0.01, 0.01, 0.00, -0.01, 0.00, 0.01, 0.01, -0.01, 0.00, 0.02, 0.01, 0.00, 0.00, 0.02, 0.00, 0.01, 0.00, 0.00, 0.02, -0.01, 0.01, 0.01, 0.00, 0.00, 0.00, 0.01, 0.00, 0.00, 0.00, 0.00, 0.00, 0.00, 0.00, 0.00, 0.00, 0.00, 0.00, 0.00, 0.00, 0.00, 0.00, 0.00],
  "homo_energy_ev": [-8.73, -8.65],
  "gap_ev": [8.78, 6.73],
  "multiplicity": 8,
  "fmax_ev_per_a": 7.0,
  "e_tot_ha": -2981.96361,
  "e_above_lowest_kcal_mol": 32.4,
  "molar_mass_g_mol": 633.104
}

***

{
  "formula": "C8H8OS",
  "method": "wB97M-V/def2-TZVPD",
  "species": ["S", "O", "C", "C", "C", "C", "C", "C", "C", "C", "H", "H", "H", "H", "H", "H", "H", "H"],
  "positions_angstrom": [[1.27, 1.04, -1.11], [0.73, 1.63, -2.38], [1.78, 2.64, 1.13], [-0.96, -0.56, -1.36], [-1.51, -2.29, 0.23], [-1.77, -1.62, -0.97], [0.39, -0.92, 0.64], [-0.47, -1.92, 1.05], [0.90, 2.20, 0.24], [0.11, -0.21, -0.55], [-2.10, -3.12, 0.56], [-2.60, -2.00, -1.55], [-0.11, 2.64, 0.15], [2.81, 2.20, 1.13], [-0.27, -2.44, 1.97], [1.55, 3.36, 1.90], [1.29, -0.62, 1.22], [-1.03, -0.03, -2.30]],
  "nbo_charge": [1.26, -0.95, -0.36, -0.22, -0.20, -0.20, -0.20, -0.21, -0.42, -0.26, 0.21, 0.22, 0.23, 0.20, 0.22, 0.22, 0.22, 0.25],
  "homo_energy_ev": -9.01,
  "gap_ev": 9.70,
  "fmax_ev_per_a": 1.9,
  "e_tot_ha": -783.00346,
  "e_above_lowest_kcal_mol": 0.0,
  "molar_mass_g_mol": 152.218
}